No. 1
ORCA calculation (ωB97M-V with the def2-TZVPD basis set) on a gas-phase ion, C4H8NO (charge +1) in a non-equilibrium geometry.

Last column: natural (NBO) charge in e.
CARTESIAN COORDINATES (ANGSTROEM)
C -0.186 -1.115 0.237  -0.077
C -1.488 -0.997 -0.064  0.123
C -1.328 1.240 0.206  0.272
C 1.765 0.139 -0.470  -0.430
N 0.580 0.052 0.366  -0.530
O -1.918 0.252 -0.376  -0.380
H 0.308 -2.076 0.172  0.248
H -2.175 -1.803 -0.259  0.252
H -1.225 1.271 1.284  0.194
H -1.299 2.171 -0.349  0.226
H 2.232 1.112 -0.332  0.236
H 2.493 -0.635 -0.213  0.223
H 1.483 0.021 -1.515  0.226
H 0.758 0.368 1.313  0.416

Its net charge is +1. The value obtained for the total energy is -7805.790 eV. As for the HOMO energy: -15.008 eV.



No. 2
ORCA calculation (ωB97M-V with the def2-TZVPD basis set) on a gas-phase ion, C4H8NO2 (charge -1) in a non-equilibrium geometry.

Last column: natural (NBO) charge in e.
CARTESIAN COORDINATES (ANGSTROEM)
O -1.949 -0.287 -1.168  -0.795
C -0.853 -0.703 -0.748  0.751
O -0.272 -1.778 -1.017  -0.784
C -0.206 0.220 0.346  -0.159
C 1.171 -0.265 0.762  -0.407
C 1.894 0.670 1.729  -0.607
N -0.149 1.581 -0.218  -0.863
H -0.864 0.143 1.212  0.170
H 0.926 -1.213 1.248  0.207
H 1.839 -0.553 -0.052  0.207
H 1.320 0.975 2.603  0.194
H 2.119 1.574 1.145  0.190
H 2.876 0.316 2.054  0.186
H 0.758 1.768 -0.633  0.329
H -0.788 1.610 -1.010  0.381

Its net charge is -1. The structure (SMILES) is CC[C@@H](N)C(=O)[O-]. The value obtained for the total energy is -9864.359 eV. As for the HOMO energy: -3.746 eV.



Q: What is the formula in the second record?
A: C4H8NO2



Q: Among the records above, which one has the highest HOMO?
A: C4H8NO2



Q: Look up the net charge of the first one.
A: +1



Q: Look up the net charge of the second one.
A: -1